{"formula": "C86H101ClF24N14O2P4", "method": "ωB97M-V/def2-TZVPD", "symbols": ["C", "N", "C", "C", "C", "C", "C", "C", "C", "C", "N", "C", "C", "C", "H", "H", "H", "H", "H", "H", "H", "H", "H", "H", "H", "H", "H", "H", "C", "N", "C", "C", "C", "C", "C", "C", "C", "C", "N", "C", "C", "C", "H", "H", "H", "H", "H", "H", "H", "H", "H", "H", "H", "H", "H", "H", "C", "N", "C", "C", "C", "C", "C", "C", "C", "C", "N", "C", "C", "C", "H", "H", "H", "H", "H", "H", "H", "H", "H", "H", "H", "H", "H", "H", "C", "N", "C", "C", "C", "C", "C", "C", "C", "C", "N", "C", "C", "C", "H", "H", "H", "H", "H", "H", "H", "H", "H", "H", "H", "H", "H", "H", "C", "N", "C", "C", "C", "C", "C", "C", "C", "C", "N", "C", "C", "C", "H", "H", "H", "H", "H", "H", "H", "H", "H", "H", "H", "H", "H", "H", "C", "N", "C", "C", "C", "C", "C", "C", "C", "C", "N", "C", "C", "C", "H", "H", "H", "H", "H", "H", "H", "H", "H", "H", "H", "H", "H", "H", "C", "N", "C", "C", "C", "C", "C", "C", "C", "C", "N", "C", "C", "C", "H", "H", "H", "H", "H", "H", "H", "H", "H", "H", "H", "H", "H", "H", "P", "F", "F", "F", "F", "F", "F", "P", "F", "F", "F", "F", "F", "F", "P", "F", "F", "F", "F", "F", "F", "P", "F", "F", "F", "F", "F", "F", "Cl", "C", "C", "O", "O", "H", "H", "H"], "positions_angstrom": [[-3.04568, 7.50221, -1.64492], [-3.02875, 8.86487, -2.24621], [-2.94365, 9.14465, -3.56902], [-2.79832, 10.38977, -4.02856], [-2.69533, 11.48804, -3.17262], [-2.76637, 11.23518, -1.82853], [-2.98200, 9.92061, -1.41413], [-2.48963, 12.87167, -3.62100], [-2.79254, 13.93882, -2.78157], [-2.40121, 15.21011, -3.10452], [-1.75114, 15.50444, -4.25686], [-1.61065, 14.52533, -5.11555], [-1.92382, 13.19575, -4.87957], [-1.20556, 16.84041, -4.66676], [-3.74537, 7.46365, -0.84530], [-2.06265, 7.29016, -1.18704], [-3.31010, 6.77438, -2.44534], [-3.00845, 8.24076, -4.19369], [-2.71996, 10.53290, -5.11694], [-2.58865, 11.98220, -1.02387], [-3.17744, 9.63504, -0.37681], [-3.30974, 13.66514, -1.82384], [-2.61496, 16.04668, -2.48065], [-1.18800, 14.85441, -6.08990], [-1.68291, 12.46711, -5.65292], [-1.16305, 17.42462, -3.78568], [-1.91133, 17.15436, -5.46469], [-0.17759, 16.65194, -4.94359], [-0.64736, 0.41311, -2.11508], [-0.74189, -0.76597, -2.97730], [0.04121, -1.80565, -2.70641], [-0.20766, -3.03143, -3.27145], [-1.19085, -3.14427, -4.19680], [-1.86841, -2.02363, -4.58548], [-1.66760, -0.82640, -3.94040], [-1.60159, -4.46172, -4.77769], [-0.77794, -5.46360, -5.30748], [-1.32999, -6.63147, -5.83092], [-2.67691, -6.78187, -5.84950], [-3.48294, -5.88594, -5.27928], [-2.97798, -4.68951, -4.78358], [-3.23196, -8.02837, -6.47677], [0.40794, 0.54988, -1.95962], [-1.18099, 0.22822, -1.21422], [-1.11510, 1.28023, -2.56526], [0.83148, -1.63103, -1.93416], [0.38971, -3.87466, -2.93051], [-2.67328, -2.14859, -5.32618], [-2.14651, 0.12962, -4.17726], [0.26644, -5.23667, -5.35244], [-0.67266, -7.40417, -6.27623], [-4.55211, -6.18514, -5.30262], [-3.65634, -3.90516, -4.43958], [-2.46554, -8.63127, -6.97811], [-3.95050, -7.78677, -7.25608], [-3.76740, -8.55718, -5.69257], [5.65792, -5.94401, 0.23494], [5.67687, -7.43474, 0.23121], [5.58835, -8.20265, -0.82196], [5.88138, -9.55575, -0.80091], [6.12717, -10.17649, 0.42291], [6.13218, -9.36008, 1.52622], [5.86669, -8.00869, 1.45943], [6.45962, -11.62962, 0.57345], [5.54538, -12.60590, 0.27096], [5.71938, -13.91543, 0.61667], [6.93629, -14.33561, 1.09386], [7.86288, -13.36689, 1.42765], [7.59025, -11.99740, 1.23235], [7.30797, -15.82302, 1.10531], [6.55787, -5.64109, 0.77599], [4.79076, -5.58332, 0.80949], [5.73971, -5.59387, -0.78145], [5.32632, -7.67958, -1.72434], [5.61520, -10.14823, -1.66721], [6.32227, -9.65644, 2.52271], [5.83338, -7.33390, 2.32402], [4.61540, -12.38428, -0.31271], [5.04291, -14.74599, 0.35311], [8.72653, -13.76240, 1.88560], [8.37440, -11.37096, 1.47219], [6.87816, -16.40919, 1.95577], [8.35768, -15.97908, 1.06117], [6.87883, -16.22980, 0.18291], [3.87416, -4.10290, 11.55278], [4.33754, -3.66540, 10.26049], [3.51977, -3.59345, 9.17339], [3.98515, -3.20265, 7.93361], [5.35122, -2.87910, 7.81443], [6.20880, -2.94644, 8.90503], [5.66834, -3.32630, 10.11321], [5.86824, -2.44721, 6.49644], [6.83207, -1.47916, 6.42762], [7.27775, -1.17161, 5.19420], [6.74319, -1.66354, 4.05098], [5.74152, -2.60181, 4.08069], [5.28877, -3.01781, 5.33985], [7.27956, -1.42573, 2.70533], [4.71565, -4.23730, 12.20094], [3.30763, -4.98941, 11.45022], [3.16038, -3.41349, 12.02651], [2.51636, -3.92711, 9.29323], [3.33397, -3.11495, 7.05782], [7.25307, -2.63732, 8.86709], [6.23518, -3.35628, 11.04238], [7.29781, -1.15205, 7.31324], [7.91224, -0.35560, 4.95472], [5.34592, -2.94260, 3.13945], [4.56659, -3.82299, 5.36575], [6.50799, -1.24440, 1.98725], [7.95609, -2.16673, 2.39911], [7.88752, -0.48090, 2.76046], [-8.62711, 0.46699, 5.35285], [-7.18755, 0.15332, 5.20686], [-6.81281, -0.66126, 4.22139], [-5.51333, -0.88086, 3.87105], [-4.51446, -0.22343, 4.58099], [-4.91555, 0.56224, 5.63746], [-6.24452, 0.79563, 5.89382], [-3.07864, -0.63909, 4.41412], [-2.77219, -2.02903, 4.42043], [-1.47075, -2.36630, 4.29049], [-0.51573, -1.46116, 4.04886], [-0.76554, -0.17530, 3.86173], [-2.07457, 0.26191, 4.14227], [0.81539, -1.97177, 3.91220], [-9.07876, -0.40528, 5.68570], [-9.11321, 0.72026, 4.41031], [-8.85318, 1.20818, 6.12130], [-7.62064, -1.17627, 3.68680], [-5.30051, -1.47074, 2.96410], [-4.19122, 1.03706, 6.30183], [-6.60201, 1.39260, 6.70618], [-3.59091, -2.78395, 4.49268], [-1.18113, -3.41817, 4.25034], [0.02398, 0.48332, 3.56861], [-2.32049, 1.34289, 4.07871], [0.71858, -3.04370, 4.04398], [1.48513, -1.48908, 4.59792], [1.26325, -1.86103, 2.91335], [-6.10157, 1.11396, -3.95349], [-7.34638, 1.60890, -4.71555], [-8.28143, 0.67292, -4.99266], [-9.44580, 0.98791, -5.71391], [-9.71891, 2.26355, -6.02038], [-8.83141, 3.23594, -5.57070], [-7.67950, 2.89856, -4.93115], [-10.85889, 2.61589, -6.92854], [-10.74825, 3.57879, -7.87681], [-11.72180, 3.80526, -8.82843], [-12.79628, 2.99060, -8.83794], [-13.02225, 2.13587, -7.82769], [-12.10104, 1.87709, -6.87847], [-13.86190, 3.07073, -9.90845], [-5.37473, 0.86644, -4.69952], [-6.48056, 0.27451, -3.37409], [-5.61945, 1.92809, -3.39448], [-7.93265, -0.36513, -4.86237], [-10.09457, 0.18993, -6.03264], [-9.05353, 4.25016, -5.78660], [-6.82238, 3.51339, -4.60902], [-9.78827, 4.10808, -8.01989], [-11.59401, 4.64714, -9.46676], [-14.00655, 1.68079, -7.78908], [-12.28669, 1.22209, -6.01352], [-13.53702, 2.49019, -10.75896], [-13.96592, 4.10323, -10.16937], [-14.74767, 2.59889, -9.55908], [2.63866, 0.72950, 0.27550], [3.80589, 1.63788, 0.42469], [5.05750, 1.10608, 0.28928], [6.13715, 1.85658, 0.54814], [6.02115, 3.19288, 0.88644], [4.73801, 3.65580, 1.11533], [3.62217, 2.90720, 0.81277], [7.17982, 4.02521, 1.08451], [8.41334, 3.60152, 0.54551], [9.55905, 4.30298, 0.77309], [9.55330, 5.40552, 1.59617], [8.37658, 5.78222, 2.23789], [7.23186, 5.13367, 1.99900], [10.73835, 6.15449, 1.88685], [2.33991, 0.37173, 1.30007], [2.99551, -0.18709, -0.21500], [1.87232, 1.38825, -0.19752], [5.10478, 0.07415, 0.04350], [7.11854, 1.35367, 0.45060], [4.62859, 4.71184, 1.41959], [2.66638, 3.32267, 1.01402], [8.50582, 2.81221, -0.19373], [10.49114, 4.14712, 0.32718], [8.34660, 6.59529, 2.89542], [6.29903, 5.46959, 2.46855], [10.55929, 7.19436, 1.61916], [11.56818, 5.84975, 1.27565], [11.03577, 6.00121, 2.93350], [-2.43380, 2.92077, 1.36016], [-2.20806, 4.41211, 1.96721], [-3.54376, 2.63619, 2.60831], [-3.52220, 3.40646, 0.36805], [-2.56721, 1.35902, 0.85113], [-1.28201, 3.22448, 0.20323], [-1.29368, 2.35544, 2.30365], [-4.40535, -1.18408, -1.12742], [-3.59964, -2.55118, -1.65025], [-5.67800, -2.01257, -0.62367], [-3.79746, -1.26238, 0.32828], [-5.20798, 0.14056, -0.80697], [-3.19901, -0.28219, -1.77693], [-5.19765, -1.20986, -2.61128], [3.69775, 0.63808, 4.39501], [5.22184, 0.71646, 4.94316], [3.61779, -0.86829, 5.17020], [3.21927, 1.46681, 5.67085], [2.19678, 0.50490, 3.91141], [3.96826, 2.01415, 3.47613], [4.25048, -0.12906, 3.06693], [2.77483, -5.47259, 3.04548], [1.13650, -5.32002, 3.04498], [2.65023, -6.89592, 3.79949], [2.85412, -6.25595, 1.59120], [4.43637, -5.63905, 2.97914], [2.87946, -4.08427, 2.24470], [2.84271, -4.69361, 4.41981], [4.28697, -2.20991, -0.41675], [-1.80227, 3.94454, -3.39583], [-3.03930, 3.00263, -3.68790], [-4.06260, 3.53326, -4.12256], [-2.92383, 1.75413, -3.52968], [-1.24878, 3.55488, -2.56997], [-2.26528, 4.86676, -2.99806], [-1.14503, 4.01420, -4.27664]], "atomic_forces_ev_per_a": [[0.64, -0.57, -1.26], [0.20, 1.64, 0.35], [-0.24, -3.34, 0.43], [0.31, 1.77, -1.81], [-0.04, -0.01, -0.14], [0.04, -0.77, 1.78], [-0.26, -0.38, 0.86], [0.82, 0.63, -1.66], [-0.43, -1.02, 1.07], [0.12, 0.96, -0.10], [-0.72, -0.66, 1.22], [0.97, -0.91, -2.69], [-0.36, 0.09, 0.92], [-1.01, -1.14, -0.20], [-0.85, 0.09, 0.43], [-0.32, 0.07, -0.61], [0.29, 0.45, 0.75], [0.13, 0.70, 0.04], [-0.19, -0.14, 0.62], [-0.38, -0.64, -0.84], [0.43, 0.45, -0.19], [0.52, 1.10, -1.06], [-0.02, 0.43, 0.52], [-0.21, -0.57, 0.76], [-0.10, 0.20, 0.28], [-0.39, 1.03, 0.60], [0.95, 0.46, 0.53], [0.04, 0.15, -0.60], [0.71, 0.55, -0.46], [-0.25, 0.14, -0.22], [0.73, -0.15, 1.38], [1.78, -0.33, 1.10], [-0.27, -1.26, -1.05], [-1.51, 0.29, -0.69], [0.07, 0.49, -0.44], [-0.81, -0.19, -0.05], [-0.60, 0.29, 0.19], [0.66, 0.84, -0.08], [1.40, -1.30, -0.42], [-0.96, 0.33, -0.23], [-0.57, -0.35, -0.16], [-0.42, 0.16, 0.03], [0.40, 0.30, 0.29], [-0.28, -0.26, 0.80], [-0.15, -0.07, -0.35], [-0.81, -0.35, -0.80], [-0.12, 0.14, -0.16], [0.57, 0.56, 0.30], [-0.35, -0.24, 0.31], [0.55, -0.46, -0.09], [-0.86, 0.50, 0.27], [0.81, 0.62, 0.12], [0.09, -0.53, 0.20], [0.02, 0.29, 0.63], [-0.04, 0.41, 0.06], [0.21, -0.32, -0.06], [-0.03, -0.03, 0.30], [0.19, 0.37, 3.00], [0.32, -0.16, -1.52], [-1.56, -0.56, 0.42], [0.68, -0.04, -1.14], [-0.26, 1.44, 1.00], [0.17, 0.23, -1.11], [-0.75, 1.19, 0.45], [-2.50, -0.27, -1.22], [1.53, -1.89, -0.60], [0.60, 1.16, 0.45], [-2.42, -0.55, -0.65], [0.57, -3.21, -0.05], [-1.91, -0.06, 0.05], [-0.08, -0.03, -0.17], [0.19, -0.17, -0.68], [-0.33, 0.22, -0.20], [0.05, -0.07, -0.36], [0.61, 0.11, -0.23], [0.17, -0.97, 0.76], [0.00, -0.38, -0.44], [0.86, -0.02, 0.88], [0.17, 0.78, 0.22], [1.08, -0.06, 0.27], [1.26, 1.56, 0.62], [0.24, 1.00, -0.47], [0.92, 0.37, 0.10], [0.12, 0.09, 0.21], [-0.99, 0.68, 0.97], [1.60, 0.99, -2.11], [0.75, -0.19, 0.05], [0.80, 0.17, 0.39], [-0.35, -0.01, -0.51], [-0.59, 0.14, 0.59], [-1.06, -0.24, 0.77], [-1.67, -1.31, -0.44], [0.00, -1.21, -0.35], [-0.20, 1.22, -2.48], [-1.38, -2.24, 0.08], [0.60, 0.73, 2.05], [1.10, 0.46, -0.76], [1.00, 3.30, 0.93], [0.30, -0.21, 0.33], [-0.23, -1.26, -0.18], [0.47, 0.30, -0.35], [-0.63, -0.05, 0.35], [0.11, -0.13, 0.57], [-0.29, -0.32, -0.03], [-0.01, -0.06, -0.33], [0.42, 0.94, 0.63], [1.01, 0.38, 0.38], [-0.10, -0.16, -0.18], [-0.08, 0.19, 0.10], [-0.74, -0.27, -0.24], [0.62, -1.36, -0.25], [-0.55, -0.78, -0.04], [0.00, 0.69, 0.08], [-0.11, 0.99, -0.61], [-1.13, -1.05, -1.13], [0.36, 0.07, -1.00], [0.60, -1.19, 0.45], [0.61, 1.05, 0.75], [-0.09, -0.32, 0.41], [-0.37, -0.74, -0.51], [-1.69, 0.97, 0.10], [-0.37, -1.43, -0.29], [0.08, 0.16, -0.69], [-2.13, 0.43, 1.04], [0.36, 1.41, -0.30], [1.36, -1.21, -0.89], [-0.95, -1.80, 0.64], [0.54, 0.25, -0.03], [0.58, 0.16, -0.26], [0.32, 0.37, 0.22], [-0.08, 0.16, 0.67], [-0.16, -0.11, -0.29], [0.06, 0.44, 0.25], [1.04, 0.63, 0.11], [0.13, 0.44, 0.21], [0.29, 0.16, -0.04], [0.33, -0.90, -0.16], [0.59, -0.04, 0.30], [0.13, -0.11, 0.47], [-0.52, 0.30, 0.13], [-0.88, 0.96, -0.29], [-1.59, -1.02, 0.85], [0.80, -0.40, -1.33], [0.91, -2.30, 1.17], [-0.49, 1.93, -0.72], [-0.25, 0.23, -0.31], [2.50, -0.26, 0.63], [-1.33, -2.05, 1.03], [1.62, 1.05, -1.00], [-0.37, -1.19, 0.97], [-0.70, 1.12, -0.62], [-0.83, -0.60, -0.07], [2.28, 0.85, 1.47], [1.44, -0.01, 0.17], [0.35, -0.50, -0.36], [0.58, 0.21, 0.08], [-0.50, -0.21, 0.00], [-0.57, 0.61, 0.26], [0.01, -0.26, 0.02], [0.07, 0.85, 0.05], [-0.88, 0.47, -0.29], [-0.77, -0.06, 0.31], [-0.41, 0.08, -1.02], [0.19, -0.10, -0.25], [-0.14, 0.22, -0.75], [0.35, -0.02, -0.28], [-0.39, 0.46, -0.19], [-0.78, 0.05, 0.50], [-0.30, 0.44, 0.80], [0.25, -0.49, 0.21], [-2.16, 0.45, 0.51], [2.32, -0.16, -0.41], [-1.32, -0.41, 0.31], [0.11, 1.87, -0.47], [1.60, -0.52, 0.58], [2.48, 0.52, 1.37], [-0.79, 0.25, -0.66], [-0.67, 2.66, 1.88], [-2.51, -1.37, 0.24], [1.95, -0.98, -1.60], [-2.26, -1.77, -1.42], [1.13, 0.80, 0.34], [0.16, 0.73, -0.87], [-0.35, 0.29, -0.47], [0.24, -1.17, 0.25], [-0.17, -1.09, -0.38], [-0.72, 0.47, 0.06], [-0.30, -0.80, -0.16], [-0.96, -0.23, -0.19], [-0.27, -0.04, 0.25], [1.17, -0.63, -0.68], [0.70, 1.17, 0.80], [0.62, -0.13, -0.02], [0.02, 0.11, 0.45], [0.21, -0.43, -0.35], [-0.23, 0.34, -0.27], [0.50, -0.68, 0.33], [-0.15, -0.30, -0.29], [0.56, 0.04, -1.18], [-1.23, 0.30, -0.39], [-0.54, 0.78, -0.15], [-0.25, -0.21, 0.35], [1.47, -0.02, 1.35], [-1.19, -0.31, -2.41], [-0.27, 0.68, 0.76], [-0.05, -1.18, 0.59], [1.03, -0.01, 0.19], [0.01, 1.11, 0.43], [-0.64, -0.93, 0.82], [0.92, 0.05, -0.29], [2.14, 0.21, 0.15], [0.17, 0.23, -0.10], [-0.69, 1.38, -0.41], [-0.02, -0.39, -0.37], [-0.40, 0.05, -0.49], [-0.74, -0.38, 1.08], [-0.31, -0.73, -0.03], [-0.64, -1.35, -2.05], [0.90, -0.34, -0.27], [0.22, 0.61, -0.16], [-1.04, 0.04, 0.41], [0.01, 0.53, 1.07], [0.25, 0.20, 0.19], [0.43, 0.40, 1.12], [0.18, 0.23, 0.15], [-1.54, -0.50, 0.17], [0.96, -0.78, -0.31], [-1.13, 1.24, -0.26], [0.72, 0.44, -0.07], [0.56, -0.46, 0.53], [0.60, -0.02, -0.78], [-0.47, 0.40, 0.28]], "lowdin_charge": [0.06, -0.06, 0.01, 0.04, -0.13, 0.05, 0.03, -0.11, 0.04, 0.05, -0.07, -0.02, 0.08, 0.09, 0.10, 0.13, 0.11, 0.17, 0.15, 0.15, 0.16, 0.15, 0.15, 0.18, 0.14, 0.10, 0.14, 0.12, 0.03, -0.05, 0.02, 0.04, -0.17, 0.04, 0.03, -0.10, 0.06, 0.02, -0.08, 0.02, 0.06, 0.05, 0.08, 0.09, 0.07, 0.16, 0.14, 0.15, 0.12, 0.13, 0.16, 0.17, 0.14, 0.11, 0.11, 0.11, 0.04, -0.05, 0.00, 0.07, -0.12, 0.04, 0.05, -0.14, 0.03, 0.03, -0.04, 0.08, 0.06, 0.07, 0.11, 0.07, 0.10, 0.15, 0.14, 0.13, 0.15, 0.16, 0.17, 0.14, 0.12, 0.13, 0.09, 0.11, 0.03, -0.07, 0.04, 0.07, -0.11, 0.05, 0.05, -0.13, 0.04, 0.00, -0.06, 0.05, 0.05, 0.03, 0.11, 0.10, 0.13, 0.15, 0.14, 0.14, 0.16, 0.13, 0.14, 0.14, 0.11, 0.07, 0.09, 0.12, 0.05, -0.06, 0.00, 0.05, -0.11, 0.05, 0.03, -0.11, 0.06, -0.01, -0.07, 0.06, 0.07, 0.01, 0.09, 0.12, 0.12, 0.17, 0.16, 0.15, 0.15, 0.16, 0.16, 0.13, 0.13, 0.07, 0.08, 0.13, 0.06, -0.04, 0.04, 0.03, -0.15, 0.04, 0.03, -0.10, 0.02, 0.05, -0.05, -0.01, 0.06, 0.08, 0.10, 0.08, 0.09, 0.16, 0.13, 0.12, 0.16, 0.15, 0.15, 0.16, 0.15, 0.12, 0.11, 0.10, 0.01, -0.04, -0.01, 0.03, -0.15, 0.04, 0.01, -0.08, 0.04, 0.05, -0.07, 0.03, 0.05, 0.02, 0.10, -0.03, 0.11, 0.01, 0.14, 0.14, 0.15, 0.14, 0.14, 0.14, 0.14, 0.12, 0.11, 0.13, 0.17, -0.17, -0.21, -0.10, -0.18, -0.21, -0.17, 0.18, -0.20, -0.16, -0.13, -0.13, -0.16, -0.23, 0.24, -0.16, -0.19, -0.11, -0.14, -0.18, -0.17, 0.19, -0.17, -0.14, -0.19, -0.22, -0.18, -0.15, -0.44, 0.00, -0.71, -0.07, -0.11, 0.03, 0.04, 0.08], "orbital_gap_ha": 0.17103, "charge": 8, "total_energy_ev": -230617.1093, "mol_weight_da": 1978.2, "e_above_lowest_kj_mol": 0.00}